[1]
This record from the Open Molecules 2025 dataset describes the ion C5H8N with charge +1 in a non-equilibrium geometry. The level of theory is ωB97M-V with the def2-TZVPD basis set.

Geometry as XYZ:
```
14
Properties=species:S:1:pos:R:3:forces:R:3
N 0.619 -1.180 -0.423 -3.21 -0.07 0.93
C 0.063 1.094 0.178 1.12 0.91 0.33
C -2.142 -0.346 0.067 -2.38 -0.38 -1.36
C 1.706 -0.577 -0.261 1.34 -0.24 -0.07
C 1.517 0.834 0.219 -0.29 -1.04 1.83
C -0.783 0.173 -0.015 0.83 -4.50 -1.11
H -2.426 -1.421 -0.271 1.31 1.73 0.33
H 2.753 -0.921 -0.580 -1.65 0.06 0.80
H -0.319 2.046 0.370 -0.44 1.66 0.43
H 0.314 -2.172 -0.580 1.26 1.27 -0.33
H -2.433 -0.318 1.122 -0.26 0.23 -0.24
H 2.053 1.373 -0.466 1.36 2.12 -1.72
H 1.933 1.119 1.246 -0.32 -0.84 -1.29
H -2.854 0.296 -0.610 1.30 -0.91 1.47
```
Positions in Å, forces in eV/Å.

Charge   +1
E_LUMO   -0.147 Eh
Relative energy (zero: lowest compared OMol25 entry of this formula, charge and spin)   65.3 kcal/mol
M   82.13 g/mol

[2]
This record from the Open Molecules 2025 dataset describes the ion C5H8N with charge +1 in a non-equilibrium geometry. The level of theory is ωB97M-V with the def2-TZVPD basis set.

Geometry as XYZ:
```
14
Properties=species:S:1:pos:R:3:forces:R:3
N -0.677 -0.544 -0.335 1.96 -1.64 1.89
C -1.997 -0.316 -0.521 3.39 -1.01 1.44
C 1.662 -0.774 0.049 -1.46 1.14 -0.37
C 1.973 0.687 -0.192 -2.13 -1.85 1.22
C 0.350 -1.285 0.268 -1.39 4.01 -2.73
C -2.884 0.023 0.418 3.05 -0.50 4.28
H 2.463 -1.476 0.090 0.56 -0.37 0.43
H 2.886 0.823 -0.703 0.79 0.44 -0.63
H 0.229 -2.232 0.704 -0.65 -1.23 0.42
H 2.038 1.021 0.843 0.65 0.31 0.43
H -2.438 0.071 1.497 -1.32 -0.14 -1.98
H 1.075 1.252 -0.483 0.45 -0.25 -0.65
H -3.840 0.312 0.243 -2.60 0.84 -0.60
H -2.103 -0.211 -1.522 -1.30 0.26 -3.13
```
Positions in Å, forces in eV/Å.

Charge   +1
E_LUMO (spin up / spin down)   -0.263 / -0.243 Eh
Relative energy (zero: lowest compared OMol25 entry of this formula, charge and spin)   112.3 kcal/mol
M   82.13 g/mol

[3]
This record from the Open Molecules 2025 dataset describes the ion C5H8N with charge +1 in a non-equilibrium geometry. The level of theory is ωB97M-V with the def2-TZVPD basis set.

Geometry as XYZ:
```
14
Properties=species:S:1:pos:R:3:forces:R:3
N 0.040 1.372 0.884 0.88 0.29 -1.56
C 0.242 2.572 1.156 -0.67 -0.23 0.68
C -0.847 -1.967 -0.020 -0.92 -1.39 -0.51
C -0.215 -0.869 -0.394 2.06 1.31 1.33
C -0.492 0.302 0.486 -3.00 -1.55 3.09
C 0.929 -0.776 -1.343 -0.33 0.70 -1.13
H 1.812 -1.413 -1.377 -0.30 -0.37 1.07
H 0.474 -0.965 -2.298 -0.06 0.17 -0.86
H -0.405 3.344 0.781 -0.04 0.23 -0.76
H -0.670 -2.981 -0.466 -0.02 1.21 0.47
H -1.362 0.144 1.307 1.54 -0.22 -2.17
H 1.270 0.249 -1.354 0.30 0.27 -0.21
H 0.885 2.853 1.964 0.73 -0.09 0.27
H -1.662 -1.865 0.674 -0.16 -0.33 0.29
```
Positions in Å, forces in eV/Å.

Charge   +1
E_LUMO   -0.188 Eh
Structure (SMILES)   C=[N+]=CC(=C)C
Relative energy (zero: lowest compared OMol25 entry of this formula, charge and spin)   68.3 kcal/mol
M   82.13 g/mol

[4]
This record from the Open Molecules 2025 dataset describes the ion C5H8N with charge +1 in a non-equilibrium geometry. The level of theory is ωB97M-V with the def2-TZVPD basis set.

Geometry as XYZ:
```
14
Properties=species:S:1:pos:R:3:forces:R:3
N -0.135 0.729 0.592 -1.03 -0.35 -1.44
C -1.184 0.903 -0.054 -0.91 1.86 -0.69
C -0.500 -0.309 -0.433 0.69 0.53 0.18
C 0.752 1.289 1.493 1.78 0.94 1.33
C -0.390 -1.766 -0.516 -0.43 1.26 1.04
C 0.262 -0.866 -1.534 1.49 -0.99 -0.75
H -1.395 -1.938 -0.714 -1.59 -1.80 -1.03
H 1.342 -0.699 -1.353 -0.61 -0.37 -0.52
H -1.745 1.846 -0.286 -0.12 -1.36 0.35
H 0.065 -2.399 0.204 0.52 -0.20 0.49
H -0.050 -1.120 -2.560 0.11 1.14 0.45
H 1.412 0.460 1.726 0.14 0.26 1.04
H 1.394 2.109 1.138 -0.35 -0.28 -0.65
H 0.172 1.761 2.298 0.29 -0.66 0.19
```
Positions in Å, forces in eV/Å.

Charge   +1
E_LUMO   -0.184 Eh
Structure (SMILES)   C[N+]1=CC12CC2
Relative energy (zero: lowest compared OMol25 entry of this formula, charge and spin)   112.9 kcal/mol
M   82.13 g/mol

[5]
This record from the Open Molecules 2025 dataset describes a structure of composition C5H8N in a non-equilibrium geometry. The level of theory is ωB97M-V with the def2-TZVPD basis set.

Geometry as XYZ:
```
14
Properties=species:S:1:pos:R:3:forces:R:3
N 0.261 0.263 -1.224 0.38 -3.38 0.25
C 1.296 -0.907 -1.134 -1.77 0.53 -2.33
C -1.140 0.065 -0.484 -0.25 2.01 -0.76
C 0.046 1.133 1.104 -1.54 1.02 -0.17
C -0.162 1.102 -0.348 -0.13 -0.95 -0.32
C -0.993 -0.025 1.056 -0.05 -2.01 -1.89
H -1.997 -0.088 -1.117 0.01 -0.08 -0.08
H 1.901 -0.844 -0.323 1.81 0.76 2.61
H -0.742 -1.071 1.291 0.66 0.64 0.65
H 1.010 0.920 1.341 2.86 -0.94 0.88
H 0.814 -1.940 -1.035 0.02 1.79 -0.79
H -2.009 0.115 1.301 -0.92 0.77 1.32
H 1.914 -0.766 -2.027 -0.30 -0.56 0.12
H -0.199 2.044 1.599 -0.80 0.41 0.53
```
Positions in Å, forces in eV/Å.

Charge   +1
E_LUMO   -0.222 Eh
Relative energy (zero: lowest compared OMol25 entry of this formula, charge and spin)   129.4 kcal/mol
M   82.13 g/mol

[6]
This record from the Open Molecules 2025 dataset describes a structure of composition C5H8N in a non-equilibrium geometry. The level of theory is ωB97M-V with the def2-TZVPD basis set.

Geometry as XYZ:
```
14
Properties=species:S:1:pos:R:3:forces:R:3
N 0.761 -0.499 1.242 -0.56 0.23 1.29
C 0.922 1.499 -0.097 -2.02 -3.87 -0.64
C 1.165 0.000 -0.033 0.44 0.01 -0.32
C -1.340 -1.087 -0.873 -0.92 2.81 3.73
C -0.279 -0.168 -0.384 0.31 1.01 -1.92
C -0.383 1.283 -0.300 0.25 -0.22 0.28
H 0.563 0.127 2.005 -0.19 0.68 -0.14
H -1.123 -2.088 -0.886 0.61 -2.42 0.21
H 2.031 -0.500 -0.418 0.23 -0.23 -0.54
H -1.168 1.966 -0.244 -1.50 0.77 -0.18
H -2.107 -0.794 -0.006 0.79 -1.20 -2.09
H 1.270 -1.256 1.621 0.48 -1.40 0.12
H 1.425 2.308 0.188 2.33 3.17 0.84
H -1.737 -0.789 -1.816 -0.25 0.67 -0.63
```
Positions in Å, forces in eV/Å.

Charge   +1
E_LUMO   -0.194 Eh
Relative energy (zero: lowest compared OMol25 entry of this formula, charge and spin)   91.2 kcal/mol
M   82.13 g/mol